# 1
Here is a cluster of 2 separate species, C10H15N in total in a non-equilibrium geometry from the Open Molecules 2025 dataset. Energies are from the ωB97M-V functional and the def2-TZVPD basis.

Geometry (Å):
C 0.31 -1.09 -1.05
C -0.88 -1.62 -1.41
C -0.87 -2.60 -2.37
N 0.26 -2.99 -3.04
C 1.40 -2.51 -2.62
C 1.51 -1.69 -1.55
H 0.34 -0.18 -0.43
H -1.79 -1.42 -0.93
H -1.65 -3.24 -2.63
H 2.27 -2.83 -3.21
H 2.53 -1.38 -1.23
C -0.67 0.47 0.67
C -1.62 1.63 1.39
C -0.41 2.48 2.05
C 0.89 2.04 1.38
C 0.68 0.57 1.29
H -1.25 -0.47 0.68
H -0.69 0.84 -0.43
H -2.21 1.24 2.21
H -2.17 2.27 0.55
H -0.38 2.07 3.10
H -0.57 3.60 1.99
H 1.83 2.25 1.85
H 0.94 2.39 0.28
H 0.56 0.31 2.47
H 1.65 -0.13 1.00

Its SMILES is c1ccncc1.C1CCCC1. The highest occupied orbital energy is -0.3448 Ha. The multiplicity is 1. The energy relative to the best compared isomer or geometry (same formula, charge and spin) comes out at 317.76 kJ/mol. The charge is 0.

Charge distribution, Mulliken scheme, values in e: C 0.518; C -0.338; C -0.528; N -0.606; C -0.300; C -0.450; H 0.021; H 0.371; H 0.427; H 0.368; H 0.305; C -0.490; C -0.579; C -0.663; C -0.600; C -0.478; H 0.372; H 0.356; H 0.308; H 0.243; H 0.240; H 0.363; H 0.357; H 0.261; H 0.272; H 0.252

---

# 2
Here is a structure of composition C10H15N3O4S in a non-equilibrium geometry from the Open Molecules 2025 dataset. Energies are from the ωB97M-V functional and the def2-TZVPD basis.

Geometry (Å):
C 3.43 0.66 3.44
C 4.02 -0.31 2.44
C 3.91 -0.03 0.87
C 2.56 0.17 0.46
C 1.83 -0.95 0.59
H 2.37 -1.96 0.19
H 1.67 -1.48 1.87
O 0.58 -0.99 -0.04
C 0.45 -1.19 -1.31
O 1.20 -1.50 -2.00
C -1.00 -1.14 -1.75
H -1.02 -1.05 -2.84
H -1.74 -1.47 -1.16
S -1.59 0.61 -1.14
C -3.20 0.71 -1.57
N -3.75 -0.50 -1.87
N -5.16 -0.35 -2.15
C -5.96 0.57 -1.96
O -7.20 0.49 -2.47
N -5.37 1.59 -1.44
C -3.95 1.89 -1.22
O -3.50 2.66 -0.60
H -5.97 2.37 -1.35
H -5.44 -1.45 -2.57
H 2.18 0.92 0.73
H 2.57 0.39 -0.63
H 4.51 1.10 0.92
H 4.56 -0.87 0.29
H 3.75 -1.37 2.81
H 5.16 -0.41 2.79
H 3.92 1.64 3.07
H 3.79 0.57 4.37
H 2.40 0.68 3.25

The highest occupied orbital energy is -0.3234 Ha. The multiplicity is 1. The energy relative to the best compared isomer or geometry (same formula, charge and spin) comes out at 1052.63 kJ/mol. The charge is 0.

Charge distribution, Mulliken scheme, values in e: C -1.150; C -0.550; C -0.531; C -0.953; C -0.281; H 0.267; H 0.115; O -0.272; C 0.379; O -0.294; C -0.667; H 0.372; H 0.439; S -0.145; C 0.558; N -0.526; N -0.106; C 0.562; O -0.719; N -0.154; C 0.111; O -0.328; H 0.203; H 0.361; H 0.925; H 0.331; H 0.182; H 0.241; H 0.342; H 0.316; H 0.225; H 0.480; H 0.268

---

# 3
Here is the molecule C10H15N3O4S in a non-equilibrium geometry from the Open Molecules 2025 dataset. Energies are from the ωB97M-V functional and the def2-TZVPD basis.

Geometry (Å):
C -5.47 -0.37 -0.03
N -4.14 0.13 0.14
C -3.11 0.04 -0.72
C -2.04 0.68 -0.12
S -0.41 0.87 -0.77
O -0.35 0.10 -1.99
O -0.07 2.26 -0.82
N 0.47 0.17 0.48
C 0.49 -1.28 0.47
C 1.86 -1.84 0.09
C 2.49 -0.94 -0.97
C 2.76 0.46 -0.41
C 4.15 0.57 0.17
O 4.82 -0.33 0.60
O 4.57 1.84 0.20
C 1.75 0.78 0.72
C -2.54 1.13 1.11
N -3.81 0.78 1.25
H -6.04 -0.13 0.87
H -5.46 -1.45 -0.18
H -5.95 0.10 -0.90
H -3.17 -0.45 -1.67
H -0.26 -1.59 -0.27
H 0.18 -1.63 1.46
H 1.75 -2.85 -0.29
H 2.52 -1.87 0.96
H 1.80 -0.86 -1.82
H 3.43 -1.38 -1.32
H 2.65 1.21 -1.19
H 5.45 1.90 0.61
H 1.59 1.86 0.78
H 2.12 0.42 1.68
H -2.03 1.67 1.88

Its SMILES is Cn1cc(S(=O)(=O)N2CCC[C@H](C(=O)O)C2)cn1. The highest occupied orbital energy is -0.3453 Ha. The multiplicity is 1. The energy relative to the best compared isomer or geometry (same formula, charge and spin) comes out at 122.94 kJ/mol. The charge is 0.

Charge distribution, Mulliken scheme, values in e: C -0.832; N 0.744; C -0.676; C 0.096; S 1.396; O -0.632; O -0.731; N 0.119; C -0.794; C -0.671; C -0.971; C 0.930; C 0.027; O -0.569; O -0.459; C -1.569; C -0.582; N -0.922; H 0.299; H 0.314; H 0.312; H 0.550; H 0.457; H 0.286; H 0.379; H 0.383; H 0.390; H 0.462; H 0.388; H 0.355; H 0.443; H 0.540; H 0.536

---

# 4
Here is the ion C10H15N4O with charge +1 in a non-equilibrium geometry from the Open Molecules 2025 dataset. Energies are from the ωB97M-V functional and the def2-TZVPD basis.

Geometry (Å):
C 3.28 1.23 -1.26
O 2.52 0.17 -0.72
C 1.51 0.49 0.27
C 1.98 0.52 1.64
C 0.43 -0.56 0.03
C 0.61 -1.96 0.09
N 1.82 -2.61 0.33
C -0.56 -2.75 0.31
N -1.79 -2.37 0.07
N -1.95 -1.09 -0.20
C -3.20 -0.48 -0.32
C -2.93 0.88 -0.29
C -3.88 1.95 -0.37
N -1.55 1.02 -0.27
C -0.97 -0.16 -0.21
H 2.57 2.00 -1.58
H 3.56 0.74 -2.13
H 4.10 1.73 -0.73
H 1.11 1.48 -0.05
H 2.94 1.10 1.87
H 2.29 -0.55 1.80
H 1.32 1.02 2.39
H 1.85 -3.60 0.43
H 2.76 -2.32 -0.02
H -0.45 -3.74 0.71
H -4.05 -0.98 -0.01
H -3.63 2.83 0.33
H -3.89 2.44 -1.43
H -4.81 1.64 -0.26
H -1.00 1.94 -0.44

Its SMILES is CO[C@H](C)c1c(=[NH2+])cnn2cc(C)[nH]c12. The highest occupied orbital energy is -0.4460 Ha. The multiplicity is 1. The energy relative to the best compared isomer or geometry (same formula, charge and spin) comes out at 154.79 kJ/mol. The charge is +1.

Charge distribution, Mulliken scheme, values in e: C -0.833; O -0.345; C 0.144; C -1.198; C 0.342; C 0.788; N -0.445; C -0.449; N -1.256; N 0.858; C -0.486; C 0.637; C -1.463; N -0.073; C -0.097; H 0.343; H 0.332; H 0.269; H 0.185; H 0.343; H 0.342; H 0.320; H 0.230; H 0.251; H 0.414; H 0.424; H 0.319; H 0.292; H 0.455; H 0.355

---

# 5
Here is a cluster of 2 separate species, C10H15N5 in total in a non-equilibrium geometry from the Open Molecules 2025 dataset. Energies are from the ωB97M-V functional and the def2-TZVPD basis.

Geometry (Å):
H 6.16 1.89 -0.13
N 5.20 1.64 0.08
C 4.83 0.45 -0.20
C 3.48 0.05 0.05
C 2.41 0.84 0.38
N 1.36 -0.03 0.42
C -0.01 0.18 0.64
N -0.42 1.31 0.95
C -1.86 1.59 1.18
C -2.31 2.49 -0.08
C -2.40 1.67 -1.44
N 1.71 -1.19 -0.06
N 2.98 -1.18 -0.25
H 5.59 -0.25 -0.50
H 2.24 1.85 0.61
H -0.50 -0.69 0.45
H -1.81 2.08 2.19
H -2.39 0.61 1.17
H -3.27 2.82 0.12
H -1.58 3.28 -0.15
H -1.29 1.22 -1.58
H -3.26 0.91 -1.46
H -2.49 2.38 -2.35
C -0.67 -3.55 -0.65
C -1.76 -3.32 -0.01
C -2.86 -3.14 0.67
H -0.66 -4.44 -1.45
H 0.23 -3.12 -0.40
H -2.83 -3.63 1.65
H -3.82 -2.70 0.19

Its SMILES is [H]/N=C/c1cn(/C=N/CCC)nn1.C=C=C. The highest occupied orbital energy is -0.3457 Ha. The multiplicity is 1. The energy relative to the best compared isomer or geometry (same formula, charge and spin) comes out at 433.18 kJ/mol. The charge is 0.

Charge distribution, Mulliken scheme, values in e: H 0.241; N -0.533; C -0.505; C 0.144; C 0.038; N 0.635; C 0.075; N -0.378; C -0.479; C -0.631; C -0.832; N -0.412; N -0.732; H 0.444; H 0.459; H 0.301; H 0.340; H 0.309; H 0.400; H 0.332; H 0.184; H 0.255; H 0.303; C -0.620; C 0.266; C -0.646; H 0.198; H 0.364; H 0.248; H 0.229

---

# 6
Here is the molecule C10H15N5O4 in a non-equilibrium geometry from the Open Molecules 2025 dataset. Energies are from the ωB97M-V functional and the def2-TZVPD basis.

Geometry (Å):
N -1.95 -2.64 -4.19
C -1.71 -1.54 -3.43
O -1.60 -0.43 -3.90
C -1.50 -1.90 -1.95
C -0.29 -1.15 -1.32
N -0.62 0.29 -1.44
C -0.37 1.24 -0.51
O -0.47 2.44 -0.80
C 0.08 0.79 0.91
N 1.46 0.23 0.79
C 0.05 2.00 1.83
C 0.36 1.59 3.27
C -0.46 1.83 4.32
N 0.17 1.19 5.37
C 1.35 0.68 4.92
N 1.52 0.82 3.63
C 1.01 -1.46 -2.04
O 1.01 -1.94 -3.15
O 2.12 -1.20 -1.26
H -2.13 -2.56 -5.19
H -1.80 -3.63 -3.83
H -1.38 -2.99 -1.82
H -2.40 -1.65 -1.39
H -0.26 -1.29 -0.20
H -0.97 0.66 -2.32
H -0.53 -0.06 1.27
H 1.94 1.02 0.32
H 1.87 0.11 1.75
H 0.70 2.82 1.46
H -0.92 2.45 1.84
H -1.36 2.37 4.44
H -0.19 0.95 6.29
H 2.00 0.09 5.57
H 1.77 -0.99 -0.40

Its SMILES is NC(=O)C[C@H](NC(=O)[C@@H](N)Cc1c[nH]cn1)C(=O)O. The highest occupied orbital energy is -0.3397 Ha. The multiplicity is 1. The energy relative to the best compared isomer or geometry (same formula, charge and spin) comes out at 145.65 kJ/mol. The charge is 0.

Charge distribution, Mulliken scheme, values in e: N -0.417; C 0.727; O -0.668; C -1.330; C -0.038; N 0.087; C 0.174; O -0.706; C -0.119; N -0.580; C -0.723; C 0.480; C -0.726; N -0.099; C -0.350; N -0.530; C 0.503; O -0.555; O -0.533; H 0.246; H 0.222; H 0.398; H 0.391; H 0.576; H 0.224; H 0.384; H 0.344; H 0.304; H 0.320; H 0.345; H 0.465; H 0.225; H 0.426; H 0.530

---

# 7
Here is a cluster of 2 separate species, C10H15NO in total in a non-equilibrium geometry from the Open Molecules 2025 dataset. Energies are from the ωB97M-V functional and the def2-TZVPD basis.

Geometry (Å):
C 0.93 -2.63 0.88
C 0.03 -1.63 1.52
C 0.59 -0.74 2.53
C -0.15 0.34 2.98
C -1.38 0.71 2.21
C -1.96 -0.28 1.41
C -1.29 -1.45 1.11
H 1.95 -2.31 0.96
H 0.64 -2.84 -0.11
H 0.81 -3.60 1.38
H 1.57 -0.75 2.93
H 0.25 0.96 3.66
H -1.98 1.51 2.32
H -3.02 -0.14 1.02
H -1.86 -2.21 0.61
C -0.68 2.04 -3.13
C -0.12 1.36 -1.92
C 1.22 0.68 -2.14
N 2.03 0.43 -1.00
O 1.41 0.20 -3.21
H -0.45 1.65 -4.13
H -0.44 3.23 -3.05
H -1.80 1.86 -3.23
H 0.00 2.27 -1.19
H -0.77 0.86 -1.17
H 2.71 -0.26 -1.10
H 1.76 0.73 -0.14

Its SMILES is Cc1ccccc1.CCC(N)=O. The highest occupied orbital energy is -0.3273 Ha. The multiplicity is 1. The energy relative to the best compared isomer or geometry (same formula, charge and spin) comes out at 220.69 kJ/mol. The charge is 0.

Charge distribution, Mulliken scheme, values in e: C -1.647; C 0.928; C -0.358; C -0.715; C -0.704; C -0.308; C -0.441; H 0.365; H 0.394; H 0.385; H 0.350; H 0.465; H 0.576; H 0.312; H 0.383; C -1.040; C 0.011; C 0.498; N -0.402; O -0.566; H 0.315; H 0.188; H 0.305; H 0.236; H 0.060; H 0.219; H 0.190

---

# 8
Here is a cluster of 2 separate species, C10H15NO in total in a non-equilibrium geometry from the Open Molecules 2025 dataset. Energies are from the ωB97M-V functional and the def2-TZVPD basis.

Geometry (Å):
C 2.36 -0.29 -1.01
C 1.14 -0.89 -1.44
C -0.06 -0.27 -1.88
C -1.30 -0.90 -1.78
C -1.46 -2.19 -1.25
C -0.25 -2.87 -0.83
C 0.94 -2.29 -1.11
H 2.50 -0.40 0.12
H 2.31 0.80 -0.93
H 3.23 -0.59 -1.57
H 0.05 0.67 -2.38
H -2.20 -0.29 -2.12
H -2.47 -2.65 -1.12
H -0.35 -3.87 -0.60
H 1.81 -3.04 -0.86
C 1.03 1.62 1.66
C -0.32 2.27 1.87
C -1.73 1.54 1.86
N -1.89 0.53 0.95
O -2.62 2.01 2.48
H 1.37 1.71 0.58
H 1.10 0.60 2.13
H 1.73 2.27 2.30
H -0.30 2.79 2.86
H -0.56 3.15 1.25
H -2.81 0.20 0.73
H -1.25 0.36 0.09

Its SMILES is Cc1ccccc1.CCC(N)=O. The highest occupied orbital energy is -0.3334 Ha. The multiplicity is 1. The energy relative to the best compared isomer or geometry (same formula, charge and spin) comes out at 200.77 kJ/mol. The charge is 0.

Charge distribution, Mulliken scheme, values in e: C -1.517; C 0.785; C -0.455; C -0.624; C 0.051; C -0.743; C -0.244; H 0.289; H 0.414; H 0.422; H 0.401; H 0.294; H 0.359; H 0.433; H 0.182; C -0.510; C -0.580; C 0.356; N -0.269; O -0.586; H -0.069; H 0.235; H 0.377; H 0.331; H 0.287; H 0.264; H 0.118

---

- highest occupied orbital energy of number 6 (C10H15N5O4)?
  -0.3397 Ha